DFT (ωB97M-V/def2-TZVPD) results for the ion C3H10N2OP with charge +1 at a distorted geometry.

```
17
Properties=species:S:1:pos:R:3:forces:R:3
C -2.195624 -1.454091 0.094122 -1.1 1.0 -0.1
C 2.387858 -0.463886 0.387653 2.6 -1.2 -3.6
C 0.276122 2.147813 -0.405845 -1.4 -1.6 1.6
N -1.620318 -0.085609 0.118411 -1.5 1.0 -0.3
N 1.071345 -0.502835 -0.064718 -3.2 -1.2 1.0
O 0.606567 -1.450474 -0.747774 0.3 -0.8 -0.9
P -0.175060 0.428894 0.803065 0.3 2.5 -2.6
H -1.420313 -1.953529 0.631799 -0.4 -1.6 0.3
H -3.272411 -1.420097 0.546891 2.2 -0.2 -0.5
H -2.290823 -1.813605 -0.960245 0.3 0.3 0.8
H 2.791572 -1.339981 0.872746 -0.4 -0.4 0.3
H 2.449551 0.378454 0.946534 0.8 2.6 2.0
H 2.993873 -0.305135 -0.578061 -0.4 -0.2 1.5
H 0.473458 1.740060 -1.413341 0.3 0.3 0.8
H 0.945666 2.770142 0.172610 0.9 -0.4 -0.3
H -0.624684 2.716294 -0.357916 -1.0 0.3 -0.4
H -2.396779 0.607579 -0.045936 1.5 -0.4 0.4
```
Forces are in eV/Å.

Calculated values
HOMO level (alpha / beta), eV: -12.679 / -14.255
LUMO energy (alpha / beta), eV: -3.9 / -7.7
Net charge: +1
Multiplicity: 3
Kohn-Sham gap (alpha / beta), hartree: 0.322 / 0.242
Relative energy (zero: lowest compared OMol25 entry of this formula, charge and spin), kcal/mol: 20.6